(1)
H13O6 | the ωB97M-V functional and the def2-TZVPD basis

The calculation puts the LUMO energy at -0.1119 hartree. Its largest force on an atom is 1.22 eV/A. The calculated total energy comes out at -458.9970 hartree. The highest occupied orbital energy comes out at -13.99 eV. As for the total charge: +1.

```
19
Properties=species:S:1:pos:R:3:lowdin_charge:R:1
O -0.9597 -0.9863 1.4318 0.00
H -1.3998 -0.1382 1.6096 0.05
H -1.6152 -1.6122 1.7815 0.11
O -3.1738 0.5506 1.7479 -0.04
H -3.9984 0.0680 1.7689 0.06
H -3.4794 1.4592 1.5758 0.08
O -0.1551 2.0511 -1.6677 0.01
H 0.0358 2.9490 -1.4055 0.08
H -1.0895 2.0681 -1.9026 0.09
O 2.2047 0.3922 1.4031 -0.02
H 2.5546 -0.2551 2.0244 0.08
H 2.9491 0.9690 1.2126 0.07
O 1.9866 -2.3457 -2.6248 -0.08
H 2.7493 -2.7872 -2.2032 0.04
H 2.2641 -2.1657 -3.5458 0.05
O 0.3242 -0.1880 -0.4979 0.17
H 1.1252 0.0563 0.0067 0.08
H -0.2874 -0.7188 0.2072 0.10
H -0.0351 0.6335 -0.9218 0.07
```


(2)
C27H38BrInN6O3SSi2Te | the ωB97M-V functional and the def2-TZVPD basis

The calculation puts the LUMO energy at 0.1403 hartree. Its largest force on an atom is 0.93 eV/A. The calculated total energy comes out at -5615.4959 hartree. The highest occupied orbital energy comes out at -1.49 eV. As for the total charge: -2.

```
80
Properties=species:S:1:pos:R:3:lowdin_charge:R:1
In 0.3191 0.2008 -0.4946 0.21
O 2.8253 2.7804 2.2375 -0.01
C 1.9219 2.0418 1.8308 -0.62
O 1.5758 1.8314 0.6344 -0.14
C 1.1429 1.2672 2.9080 -0.19
C 1.4127 1.4886 4.2588 -0.02
C 0.7618 0.7144 5.1994 -0.09
C -0.1255 -0.2661 4.7672 -0.08
C -0.3461 -0.4036 3.4074 -0.16
N 0.2643 0.3622 2.5011 0.09
H 2.1425 2.2432 4.5160 0.10
H 0.9532 0.8556 6.2579 0.09
H -0.6360 -0.9162 5.4667 0.09
H -1.0284 -1.1508 3.0108 0.08
C 1.0270 -3.5378 -0.0749 -0.23
Si 1.7256 -1.7990 0.2040 0.48
C 2.5495 -1.8132 1.9061 -0.21
C 3.1584 -1.6421 -1.0652 -0.28
C 4.1726 -2.6049 -0.9621 -0.13
C 5.2386 -2.6596 -1.8456 -0.12
C 5.3092 -1.7336 -2.8776 -0.12
C 4.3146 -0.7764 -2.9977 -0.12
C 3.2298 -0.6982 -2.1138 -0.28
Si 1.9491 0.7116 -2.4278 0.47
C 1.4390 0.4820 -4.2414 -0.24
C 2.9828 2.2950 -2.3717 -0.23
H 1.6177 -4.2937 0.4534 0.02
H 1.0197 -3.7672 -1.1417 0.02
H -0.0021 -3.5909 0.2844 -0.01
H 3.3278 -2.5826 1.9414 0.01
H 1.8157 -2.0382 2.6826 0.02
H 3.0082 -0.8491 2.1346 0.03
H 4.1243 -3.3418 -0.1643 0.09
H 6.0058 -3.4190 -1.7328 0.08
H 6.1331 -1.7593 -3.5838 0.08
H 4.3836 -0.0590 -3.8114 0.08
H 2.2968 0.5614 -4.9186 0.01
H 0.7146 1.2532 -4.5203 -0.01
H 0.9603 -0.4891 -4.3782 0.00
H 3.8242 2.2435 -3.0719 0.01
H 3.3601 2.4542 -1.3603 0.02
H 2.3607 3.1538 -2.6348 -0.02
C -3.9529 -3.9014 -1.1841 -0.06
N -3.3411 -3.7573 0.1140 -0.10
C -2.8662 -4.8200 0.9653 -0.06
C -2.1273 -4.0263 2.0708 -0.51
O -1.5713 -4.5526 3.0166 0.01
N -2.1880 -2.7058 1.7449 0.17
C -2.9333 -2.5879 0.6555 -0.44
N -3.2874 -1.4000 0.1589 0.18
H -3.8597 -4.9396 -1.5003 0.08
H -3.4296 -3.2828 -1.9189 0.00
H -5.0159 -3.6380 -1.1698 0.08
H -2.1529 -5.4716 0.4529 0.13
H -3.6729 -5.4264 1.3854 0.12
H -2.7867 -0.6089 0.5554 0.02
H -3.4032 -1.3336 -0.8442 0.02
C -2.7749 5.2230 2.8975 -0.04
C -2.7231 3.7511 2.6046 -0.35
C -3.0347 2.7972 3.5649 -0.03
C -2.9392 1.4745 3.1690 -0.14
N -2.5613 1.1161 1.9536 0.05
C -2.2456 2.1022 1.1002 -0.76
S -1.7627 1.6486 -0.5174 0.53
N -2.3368 3.4096 1.3802 0.11
H -3.2965 5.4298 3.8326 0.06
H -3.2667 5.7447 2.0771 0.07
H -1.7579 5.6128 2.9682 0.08
H -3.3371 3.0717 4.5665 0.09
H -3.1717 0.6647 3.8550 0.11
C -1.9024 2.2246 -3.8586 -0.49
Te -0.8777 3.8691 -2.9530 1.08
C -0.3650 4.7204 -4.8646 -0.51
H -1.5675 2.1660 -4.8935 -0.01
H -2.9774 2.3767 -3.8180 -0.01
H -1.6387 1.3011 -3.3474 -0.07
H -1.2577 4.9270 -5.4527 -0.02
H 0.2886 4.0383 -5.4061 -0.02
H 0.1675 5.6546 -4.6866 -0.03
Br -1.3035 -1.6205 -2.4857 -0.12
```


(3)
C5H8O2 | the ωB97M-V functional and the def2-TZVPD basis

As for the structure (SMILES): O=CC1(O)CCC1. The calculation puts the LUMO energy at 0.0290 hartree. Its largest force on an atom is 0.63 eV/A. The calculated total energy comes out at -345.7549 hartree. The highest occupied orbital energy comes out at -9.65 eV. As for the total charge: 0.

```
15
Properties=species:S:1:pos:R:3:lowdin_charge:R:1
C 0.2041 -0.0403 1.1287 -0.10
C 0.7597 1.2024 0.4069 -0.15
C -0.3508 1.0244 -0.6502 -0.09
C -0.4673 -0.4500 -0.2032 -0.50
O -1.7486 -1.0250 -0.1358 0.01
C 0.4437 -1.3605 -1.0132 -0.17
O 1.4635 -1.0010 -1.5531 0.07
H -1.8770 -1.3480 0.7657 0.10
H -0.5855 0.2521 1.8303 0.12
H 0.8864 -0.7400 1.6222 0.12
H 1.7380 0.9980 -0.0348 0.11
H 0.7880 2.1354 0.9752 0.10
H -1.2645 1.5655 -0.3866 0.12
H -0.0888 1.2044 -1.6952 0.11
H 0.0992 -2.4174 -1.0569 0.14
```


(4)
C6H10O | the ωB97M-V functional and the def2-TZVPD basis

The calculation puts the LUMO energy at 0.0322 hartree. Its largest force on an atom is 4.15 eV/A. The calculated total energy comes out at -309.6858 hartree. The highest occupied orbital energy comes out at -9.42 eV. As for the total charge: 0.

```
17
Properties=species:S:1:pos:R:3:lowdin_charge:R:1
C 1.6728 -0.7755 0.0812 -0.04
C 0.4195 -0.0225 -0.1425 -0.51
C -0.6465 0.3689 -1.3288 -0.03
C -1.6177 0.3774 -0.1367 -0.26
C -0.7318 -0.8630 0.3041 -0.11
O -1.1811 1.4662 0.6497 -0.10
C 0.2356 1.2467 0.7096 -0.14
H 1.8435 -1.6114 -0.6029 0.07
H 1.1140 -1.3971 1.1975 0.13
H 2.5964 -0.1779 0.2143 0.08
H -0.3443 1.3349 -1.7153 0.11
H -0.8869 -0.3468 -2.1271 0.12
H -2.7093 0.3595 -0.2250 0.15
H -0.9332 -1.7266 -0.3417 0.11
H -0.1368 -1.4514 1.4085 0.16
H 0.7688 2.1163 0.2988 0.13
H 0.5372 1.1022 1.7563 0.13
```


Q: calculated total energy of number 3 (C5H8O2)?
A: -345.7549 hartree


Q: What is the formula in the second record?
A: C27H38BrInN6O3SSi2Te


Q: Which of these has the highest highest occupied orbital energy?
A: C27H38BrInN6O3SSi2Te